ORCA calculation (ωB97M-V/def2-TZVPD) on a structure of composition C3H6O3Pm at a distorted geometry.

Calculated values
<S²> = 6.0992
LUMO level (alpha / beta) = -0.6991 / -0.6122 Ha
frontier orbital gap (alpha / beta) = 3.21 / 5.58 eV
charge = +3
2S+1 = 5

Cartesian coordinates (Å):
O (-0.50946, -0.11150, 0.29004)
H (1.46996, -0.67147, 0.06293)
C (-1.08004, -1.19832, -0.29347)
C (0.90895, 0.26471, -0.00381)
H (0.68959, 2.19262, 0.94930)
Pm (-2.88855, -2.75213, -2.20677)
H (0.91130, 0.64127, -1.03094)
H (2.34950, 1.58964, 0.76350)
O (-2.27914, -0.75550, -0.48999)
C (1.31935, 1.29559, 1.00582)
H (1.31352, 0.88690, 2.02343)
O (-0.55121, -1.82573, -1.21710)
H (-1.65377, 0.44392, 0.14706)

These are the Mulliken partial charges, in e, on atoms 1 to 5:
1. O -0.289
2. H 0.335
3. C 1.116
4. C -0.127
5. H 0.387

=====

ORCA calculation (ωB97M-V/def2-TZVPD) on a cluster of 2 separate species, C3H6O4 in total at a distorted geometry.

Calculated values
LUMO level = 0.0220 Ha
frontier orbital gap = 10.06 eV
relative energy (zero: lowest compared OMol25 entry of this formula, charge and spin) = 3.409 eV

Cartesian coordinates (Å):
H (-0.92650, 1.99132, 1.78978)
O (-0.09341, -1.78266, -1.83674)
H (0.75452, 1.46732, -1.90891)
C (-0.76825, 0.95673, -0.82284)
H (-0.45028, 0.19565, 1.75923)
O (0.71457, -1.97377, 0.25502)
H (0.83565, 1.39886, 2.04277)
C (-0.17885, -1.72379, -0.66204)
O (0.20027, 1.22731, 0.08418)
H (-1.23042, -1.65780, -0.27444)
O (-0.23528, 1.23135, -2.00181)
H (1.49670, -2.45721, 0.07831)
C (-0.11873, 1.12670, 1.49749)

These are the Mulliken partial charges, in e, on atoms 1 to 5:
1. H 0.247
2. O -0.462
3. H 0.324
4. C -0.142
5. H 0.321

=====

ORCA calculation (ωB97M-V/def2-TZVPD) on a cluster of 2 separate species, C3H6O4 in total at a distorted geometry.

Calculated values
LUMO level = 0.0037 Ha
SMILES string = O=C/C(O)=C\O.O
frontier orbital gap = 8.72 eV
relative energy (zero: lowest compared OMol25 entry of this formula, charge and spin) = 1.659 eV

Cartesian coordinates (Å):
O (0.77303, -0.84688, 1.85521)
H (-2.44320, 1.27842, -0.24633)
C (-0.91370, -0.64782, -0.48480)
H (1.16814, -1.52465, 2.40695)
C (-0.62195, 0.69017, -0.51327)
H (0.81495, -1.19079, -0.97437)
O (1.70526, 0.36950, -0.65309)
H (0.88106, 2.22090, -0.54856)
H (1.46718, -0.54710, 1.23987)
H (-1.92549, -1.00158, -0.31531)
O (-0.07960, -1.60032, -0.87414)
C (0.73687, 1.13301, -0.60071)
O (-1.56255, 1.66715, -0.29145)

These are the Mulliken partial charges, in e, on atoms 1 to 5:
1. O -0.609
2. H 0.290
3. C -0.369
4. H 0.293
5. C 0.630

=====

ORCA calculation (ωB97M-V/def2-TZVPD) on an isolated molecule of C3H6O4S2 at a distorted geometry.

Calculated values
LUMO level = 0.0118 Ha
frontier orbital gap = 10.93 eV
relative energy (zero: lowest compared OMol25 entry of this formula, charge and spin) = 0.861 eV

Cartesian coordinates (Å):
O (-0.96591, -2.27777, -0.10857)
H (1.86872, 0.94254, -1.20844)
C (0.78879, -0.35586, 0.29543)
S (-0.72290, 0.69403, 1.00530)
O (-0.54150, 2.12365, 0.94442)
O (-0.34192, -1.07289, -2.20241)
H (2.82245, -0.26418, -0.17879)
H (2.23943, 1.17897, 0.62943)
S (-0.53566, -1.07413, -0.78524)
C (-1.85623, 0.16684, -0.37853)
H (-2.56427, -0.36730, 0.12326)
O (-1.19807, 0.10841, 2.22488)
H (1.04887, -1.06634, 0.99709)
C (1.98111, 0.39845, -0.18848)
H (-2.02291, 0.86559, -1.16935)

These are the Mulliken partial charges, in e, on atoms 1 to 5:
1. O -0.628
2. H 0.267
3. C -0.244
4. S 1.058
5. O -0.597

=====

ORCA calculation (ωB97M-V/def2-TZVPD) on a structure of composition C3H6O4V at a distorted geometry.

Calculated values
<S²> = 6.0102
LUMO level (alpha / beta) = -0.1774 / -0.2422 Ha
frontier orbital gap (alpha / beta) = 8.91 / 8.85 eV
relative energy (zero: lowest compared OMol25 entry of this formula, charge and spin) = 1.835 eV
charge = +1
2S+1 = 5

Cartesian coordinates (Å):
C (-0.76523, 0.42290, 2.33517)
H (-1.09284, -0.42407, 2.94060)
C (0.68953, 0.15270, -2.14189)
H (0.01991, 0.98878, 2.84491)
H (0.13277, -1.13900, -2.50493)
O (-0.20667, -0.15103, 1.13188)
O (0.22295, 1.84615, 0.11113)
V (0.02866, -1.93280, 0.15898)
H (0.17083, 1.08673, -2.36306)
H (1.71680, 0.15474, -2.50865)
C (0.29891, 0.66724, 0.19527)
O (-0.36150, -2.55697, -1.52501)
O (0.75590, -0.18090, -0.74519)
H (-1.61003, 1.06552, 2.07080)

These are the Mulliken partial charges, in e, on atoms 1 to 5:
1. C -0.601
2. H 0.285
3. C -0.553
4. H 0.303
5. H 0.269

=====

ORCA calculation (ωB97M-V/def2-TZVPD) on a structure of composition C3H6O4Y at a distorted geometry.

Calculated values
<S²> = 0.7534
LUMO level (alpha / beta) = -0.3813 / -0.3823 Ha
frontier orbital gap (alpha / beta) = 6.68 / 8.14 eV
charge = +2
2S+1 = 2

Cartesian coordinates (Å):
H (3.83863, -1.61390, -0.57317)
O (3.95152, -0.80518, -0.05550)
C (-1.51693, -0.30230, 0.07698)
O (2.86632, 1.07271, 0.40944)
H (-1.85459, 1.66938, 0.06394)
H (-3.68058, -0.43876, -0.18989)
Y (0.98640, 1.69324, -0.64750)
O (2.14297, -0.17502, -1.24013)
C (2.97653, 0.04179, -0.31317)
H (-1.08657, -0.92083, -0.72025)
H (-1.35192, -0.55419, 1.27605)
C (-2.88764, -0.50951, 0.55974)
H (-3.22716, -0.21679, 1.55548)
O (-1.15697, 1.05936, -0.20200)

These are the Mulliken partial charges, in e, on atoms 1 to 5:
1. H 0.373
2. O -0.346
3. C 0.064
4. O -0.621
5. H 0.401

=====

ORCA calculation (ωB97M-V/def2-TZVPD) on an isolated molecule of C3H6OS at a distorted geometry.

Calculated values
LUMO level = 0.0311 Ha
SMILES string = C[C@@H]1O[C@H]1S
frontier orbital gap = 10.26 eV
relative energy (zero: lowest compared OMol25 entry of this formula, charge and spin) = 2.217 eV

Cartesian coordinates (Å):
H (0.88643, 1.83860, -0.18384)
H (-0.78520, -0.04775, -1.15255)
C (0.97934, 0.69154, -0.16445)
H (-0.38951, -0.56545, 1.85680)
H (1.74583, 0.15439, -0.82425)
C (-0.47753, 0.13743, -0.20207)
H (-2.32366, -1.65108, -0.34952)
H (1.39486, 0.63443, 0.80883)
S (-2.33348, -1.62716, 1.00750)
C (-0.97700, -0.54242, 1.00702)
O (-1.29195, 0.98200, 0.59592)

These are the Mulliken partial charges, in e, on atoms 1 to 5:
1. H 0.281
2. H 0.448
3. C -1.225
4. H 0.294
5. H 0.305

=====

ORCA calculation (ωB97M-V/def2-TZVPD) on an isolated molecule of C3H6OS at a distorted geometry.

Calculated values
LUMO level = 0.0263 Ha
SMILES string = O[C@H]1C[C@@H]1S
frontier orbital gap = 9.81 eV
relative energy (zero: lowest compared OMol25 entry of this formula, charge and spin) = 3.711 eV

Cartesian coordinates (Å):
H (0.60800, -1.55210, 0.23824)
H (-1.68956, 0.67974, 0.04676)
H (1.68395, 2.25951, 0.81143)
H (-1.33609, -1.75226, -1.89931)
C (0.61194, 0.51969, 0.29234)
H (-0.82023, -0.86686, 1.59232)
H (1.18692, 0.12181, -0.68744)
C (-0.15361, -0.76412, 0.65726)
C (-0.71342, 0.22045, -0.29062)
S (-0.73621, -0.32190, -1.96571)
O (1.35830, 1.45602, 1.20474)

These are the Mulliken partial charges, in e, on atoms 1 to 5:
1. H 0.254
2. H 0.330
3. H 0.306
4. H 0.144
5. C -0.149

=====

ORCA calculation (ωB97M-V/def2-TZVPD) on an isolated molecule of C3H6OS at a distorted geometry.

Calculated values
LUMO level = 0.0338 Ha
SMILES string = C1CSCO1
frontier orbital gap = 9.54 eV
relative energy (zero: lowest compared OMol25 entry of this formula, charge and spin) = 1.964 eV

Cartesian coordinates (Å):
S (0.93696, -0.94536, -0.93826)
H (1.86606, -0.23004, 1.05134)
H (-0.74958, 0.88418, 1.51834)
H (0.48800, 1.65200, 0.50553)
C (0.84424, -0.44646, 0.77944)
H (-1.50320, -1.22078, -1.36338)
H (-0.70730, 0.47863, -2.22531)
C (-0.01853, 0.78952, 0.73905)
C (-0.73861, -0.18862, -1.30651)
O (-1.10409, 0.45185, -0.15229)
H (0.68606, -1.22493, 1.39204)

These are the Mulliken partial charges, in e, on atoms 1 to 5:
1. S -0.175
2. H 0.305
3. H 0.247
4. H 0.310
5. C -0.522

=====

ORCA calculation (ωB97M-V/def2-TZVPD) on an isolated molecule of C3H6OS2 at a distorted geometry.

Calculated values
LUMO level = 0.0239 Ha
SMILES string = O[C@H]1[C@@H](S)[C@H]1S
frontier orbital gap = 9.78 eV
relative energy (zero: lowest compared OMol25 entry of this formula, charge and spin) = 1.446 eV

Cartesian coordinates (Å):
C (0.90432, -0.58194, -0.10016)
H (0.69172, 0.42211, 1.87327)
S (-0.72288, 1.31280, -1.49297)
C (0.11953, 0.12779, 0.99579)
H (-0.77457, 0.06744, -1.99882)
H (1.95873, -0.80175, 0.12119)
H (-2.14932, 0.69264, 0.88729)
H (1.30782, 1.58145, -0.15609)
H (-0.59425, -1.72354, -0.40843)
C (0.52160, 0.84492, -0.26268)
S (-1.53741, -0.39182, 1.35814)
O (0.27471, -1.55009, -0.81653)

These are the Mulliken partial charges, in e, on atoms 1 to 5:
1. C -0.247
2. H 0.347
3. S -0.237
4. C -0.297
5. H 0.176

=====

Repeat the second record exactly.
ORCA calculation (ωB97M-V/def2-TZVPD) on a cluster of 2 separate species, C3H6O4 in total at a distorted geometry.

Calculated values
LUMO level = 0.0220 Ha
frontier orbital gap = 10.06 eV
relative energy (zero: lowest compared OMol25 entry of this formula, charge and spin) = 3.409 eV

Cartesian coordinates (Å):
H (-0.92650, 1.99132, 1.78978)
O (-0.09341, -1.78266, -1.83674)
H (0.75452, 1.46732, -1.90891)
C (-0.76825, 0.95673, -0.82284)
H (-0.45028, 0.19565, 1.75923)
O (0.71457, -1.97377, 0.25502)
H (0.83565, 1.39886, 2.04277)
C (-0.17885, -1.72379, -0.66204)
O (0.20027, 1.22731, 0.08418)
H (-1.23042, -1.65780, -0.27444)
O (-0.23528, 1.23135, -2.00181)
H (1.49670, -2.45721, 0.07831)
C (-0.11873, 1.12670, 1.49749)

These are the Mulliken partial charges, in e, on atoms 1 to 5:
1. H 0.247
2. O -0.462
3. H 0.324
4. C -0.142
5. H 0.321